Record 1
# C41H54As2BN13OSW

A structure of composition C41H54As2BN13OSW at a distorted geometry (wB97M-V/def2-TZVPD, the Open Molecules 2025 dataset).

Calculated values
Frontier orbital gap (spin up / spin down) (eV): 5.9 / 6.8
LUMO energy (spin up / spin down) (eV): -9.05 / -8.24
Calculated total energy (Ha): -7342.80158
Expectation value of S²: 0.870
HOMO (spin up / spin down) (Ha): -0.550 / -0.552

```
! RIJCOSX wB97M-V def2-TZVPD def2/J DEFGRID3
* xyz 3 2
W -0.4311 -0.5712 -0.1476
C -1.0641 -1.4471 -4.2310
C 0.1694 -0.9521 -3.5434
C 1.2898 -0.4739 -4.2224
C 2.2739 -0.3436 -3.2693
N 1.7478 -0.7084 -2.0934
N 0.4460 -1.0567 -2.2270
B 2.5452 -1.3426 -0.9082
N 2.4996 -0.4410 0.3644
C 3.5581 -0.0459 1.0964
C 3.1855 -0.0723 2.4184
C 1.8467 -0.4589 2.4338
C 1.0834 -0.7268 3.6818
N 1.4146 -0.6752 1.1773
N 1.7388 -2.6390 -0.5051
C 2.1979 -3.8724 -0.2847
C 1.1595 -4.6736 0.1353
C 0.0502 -3.8392 0.1760
C -1.3446 -4.2511 0.4931
N 0.4057 -2.5908 -0.1830
N 3.9131 -1.6713 -1.4095
C 4.2308 -2.6232 -2.3345
C 5.4773 -2.3487 -2.8172
C 5.8664 -1.1608 -2.1548
C 7.1450 -0.4046 -2.3147
N 4.9235 -0.7461 -1.3291
H -0.7520 -2.0768 -5.0640
H -1.6550 -0.6376 -4.6609
H -1.6803 -2.0636 -3.5848
H 1.3860 -0.3272 -5.2853
H 3.3180 -0.0801 -3.3483
H 4.4961 0.1631 0.6130
H 3.7900 0.1610 3.2788
H 0.0606 -0.3822 3.6162
H 1.0944 -1.7960 3.8954
H 1.5641 -0.2146 4.5112
H 3.2382 -4.1056 -0.4389
H 1.1955 -5.7252 0.3639
H -1.3552 -4.9888 1.2943
H -1.8126 -4.7258 -0.3730
H -1.9495 -3.4056 0.7977
H 3.5435 -3.4095 -2.6038
H 6.0409 -2.9175 -3.5372
H 7.9954 -1.0844 -2.3383
H 7.2831 0.2939 -1.4923
H 7.1501 0.1579 -3.2491
S -3.0237 0.6620 0.5336
C -2.9051 2.2567 1.2577
C -4.0776 2.8948 1.6760
C -3.9939 4.1352 2.2816
C -2.7614 4.7526 2.4855
C -1.6034 4.1205 2.0759
C -1.6764 2.8725 1.4442
As -0.0791 1.9836 0.8676
C 1.0961 2.4829 2.3120
C 2.3527 3.0170 2.0459
C 3.1418 3.4681 3.0957
C 2.6792 3.3897 4.4008
C 1.4158 2.8739 4.6634
C 0.6235 2.4231 3.6194
C 0.6248 3.0762 -0.5741
C 1.7090 2.6172 -1.3229
C 2.2642 3.4203 -2.3109
C 1.7409 4.6829 -2.5546
C 0.6613 5.1412 -1.8097
C 0.0992 4.3434 -0.8209
H -5.0433 2.4253 1.5387
H -4.9008 4.6286 2.6064
H -2.7086 5.7178 2.9702
H -0.6436 4.5852 2.2640
H 2.7237 3.1002 1.0336
H 4.1152 3.8933 2.8899
H 3.2942 3.7526 5.2138
H 1.0421 2.8458 5.6789
H -0.3803 2.0722 3.8263
H 2.1483 1.6484 -1.1167
H 3.1155 3.0660 -2.8777
H 2.1764 5.3136 -3.3182
H 0.2543 6.1273 -1.9918
H -0.7487 4.7190 -0.2634
C -5.0629 -1.4579 -3.2740
N -4.1000 -1.8846 -2.2487
C -4.2292 -3.2234 -1.6782
C -3.0717 -1.1113 -1.8936
N -2.1167 -1.5027 -1.0811
N -3.0365 0.1360 -2.4741
C -2.0167 1.0492 -2.3690
N -2.1173 2.1150 -3.1754
N -1.0214 0.9005 -1.5557
H -5.7464 -2.2781 -3.4615
H -4.5608 -1.2270 -4.2153
H -5.6559 -0.6068 -2.9324
H -5.2314 -3.5892 -1.8738
H -4.0918 -3.1911 -0.5974
H -3.5108 -3.9158 -2.1241
H -2.2093 -2.4722 -0.8198
H -3.8201 0.3966 -3.0480
H -2.8972 2.2589 -3.7939
H -1.4396 2.8590 -3.1089
H -0.3298 1.6352 -1.6856
C -3.8928 -2.3453 2.1686
As -2.2263 -1.6679 2.8111
C -2.6114 -0.2618 4.0292
C -1.4043 -3.1135 3.7459
O -1.1424 -1.0949 1.6268
H -4.5256 -2.4570 3.0513
H -3.7581 -3.3250 1.7191
H -4.3516 -1.6437 1.4783
H -3.3387 -0.6458 4.7463
H -3.0272 0.5874 3.4913
H -1.7083 0.0248 4.5609
H -1.0709 -2.7731 4.7239
H -0.5520 -3.4728 3.1743
H -2.1374 -3.9097 3.8672
*
```

Record 2
# C8H14CoF6NO7S2

A structure of composition C8H14CoF6NO7S2 (wB97M-V/def2-TZVPD, the Open Molecules 2025 dataset).

Calculated values
Frontier orbital gap (spin up / spin down) (eV): 9.6 / 10.5
LUMO energy (spin up / spin down) (eV): -4.38 / -3.39
Calculated total energy (Ha): -3672.68497
Expectation value of S²: 1.109
HOMO (spin up / spin down) (Ha): -0.513 / -0.510

```
! RIJCOSX wB97M-V def2-TZVPD def2/J DEFGRID3
* xyz 1 2
Co -0.0696 -0.2496 -0.3122
C -1.9722 -2.3698 -1.6473
O -1.4859 -1.7316 -0.4594
C -1.7370 -2.4743 0.7377
C -1.3299 -1.5913 1.8970
O -0.0419 -1.0218 1.6371
C 1.0963 -1.8708 1.8451
C 2.1085 -1.4385 0.8102
O 1.4903 -1.4751 -0.4952
C 1.5773 -2.7342 -1.1739
H -3.0506 -2.5055 -1.5718
H -1.4862 -3.3381 -1.7814
H -1.7466 -1.7169 -2.4854
H -1.1722 -3.4118 0.7011
H -2.8003 -2.7129 0.8117
H -1.3293 -2.1440 2.8369
H -2.0048 -0.7408 1.9824
H 0.8137 -2.9188 1.7184
H 1.4863 -1.7243 2.8533
H 2.9964 -2.0704 0.8230
H 2.3988 -0.4002 0.9751
H 2.6272 -2.9933 -1.2995
H 1.1168 -2.6074 -2.1494
H 1.0635 -3.5207 -0.6173
F -0.3872 2.8115 -3.3198
C -1.1499 2.1951 -2.4470
F -1.2432 0.8902 -2.7829
F -2.3526 2.7201 -2.4196
S -0.3839 2.1947 -0.7632
O 0.8446 1.3824 -0.9855
O -1.2904 1.2939 0.0039
N -0.2790 3.6512 -0.3813
S 0.2284 3.9509 1.1739
O 0.8108 2.7586 1.7235
O -0.7482 4.6798 1.8970
C 1.6075 5.1094 0.7435
F 2.1273 5.5927 1.8561
F 1.1342 6.0948 -0.0030
F 2.5332 4.4369 0.0682
*
```

Record 3
# C4H8O2

An isolated molecule of C4H8O2 (wB97M-V/def2-TZVPD, the Open Molecules 2025 dataset).

Calculated values
Frontier orbital gap (eV): 10.7
LUMO energy (eV): 0.90
Calculated total energy (Ha): -307.64271
HOMO (Ha): -0.361
SMILES string: C[C@H]1OC[C@H]1O

```
! RIJCOSX wB97M-V def2-TZVPD def2/J DEFGRID3
* xyz 0 1
C -0.9223 1.3032 0.1031
C 0.3924 0.6055 0.4154
O 0.2273 -0.3190 1.5052
C 0.2597 -1.4447 0.6110
C 0.8069 -0.5540 -0.5166
O 0.2714 -0.6397 -1.8052
H -1.7085 0.5862 -0.1655
H -1.2627 1.8220 1.0043
H -0.8248 2.0503 -0.6940
H 1.1758 1.3436 0.6235
H -0.7457 -1.8399 0.4067
H 0.9032 -2.2484 0.9840
H 1.8953 -0.6418 -0.6068
H -0.4679 -0.0233 -1.8651
*
```

Record 4
# C30H66BFN3O8

A cluster of 4 separate species, C30H66BFN3O8 in total at a distorted geometry (wB97M-V/def2-TZVPD, the Open Molecules 2025 dataset).

Calculated values
Frontier orbital gap (eV): 6.3
LUMO energy (eV): 1.85
Calculated total energy (Ha): -2073.45438
HOMO (Ha): -0.164

```
! RIJCOSX wB97M-V def2-TZVPD def2/J DEFGRID3
* xyz -1 1
C -1.7074 3.4584 3.8588
C -1.3573 3.6498 2.7289
C -0.9151 3.8788 1.3614
C -1.9265 4.6856 0.5446
C -1.3943 5.2569 -0.7824
C 0.0372 5.7564 -0.7542
O 0.3798 6.6841 -1.7471
B 1.8811 6.7773 -1.6342
C 2.6724 6.6739 -3.0544
C 2.8508 7.9763 -3.8643
C 3.9949 7.8346 -4.8746
C 3.8050 6.6052 -5.7766
C 4.4147 5.3192 -5.1885
O 2.2718 5.5319 -0.8017
C 1.1865 4.7470 -0.9026
F 1.0680 4.1308 -2.1817
H -1.7324 3.3116 4.9133
H -0.7702 2.9245 0.8634
H 0.0605 4.3529 1.4349
H -2.3834 5.4810 1.1296
H -2.7377 4.0025 0.2879
H -2.0135 6.1195 -1.0366
H -1.5293 4.5599 -1.6122
H 0.1782 6.2522 0.2247
H 2.1845 7.8230 -1.0490
H 3.6739 6.3195 -2.7976
H 2.2165 5.9252 -3.7061
H 1.9362 8.1802 -4.4250
H 3.0291 8.7988 -3.1714
H 4.0102 8.7265 -5.5131
H 4.9712 7.7896 -4.3880
H 4.3059 6.8062 -6.7252
H 2.7399 6.4801 -5.9621
H 3.6472 4.5957 -4.9213
H 4.9535 5.5563 -4.2773
H 5.0628 4.8070 -5.8984
H 1.1832 3.8885 -0.2272
C 2.0888 1.7347 -4.6890
O 3.4713 1.8880 -4.4274
C 3.7708 2.0549 -3.0435
C 4.5678 0.8770 -2.5287
N 3.7459 -0.3287 -2.4685
C 4.4911 -1.5496 -2.1879
C 5.4933 -2.0238 -3.2352
O 4.9017 -2.4376 -4.4529
C 4.6989 -1.4106 -5.4090
H 1.9605 1.7264 -5.7710
H 1.7008 0.7921 -4.2835
H 1.5154 2.5686 -4.2740
H 2.8612 2.2044 -2.4569
H 4.3757 2.9606 -2.9495
H 4.9376 1.1044 -1.5249
H 5.4351 0.7503 -3.1921
H 3.2663 -0.4379 -3.3527
H 3.7590 -2.3498 -2.0469
H 5.0142 -1.4282 -1.2337
H 5.9949 -2.9088 -2.8319
H 6.2787 -1.2825 -3.4234
H 5.4610 -0.6312 -5.3367
H 3.7093 -0.9572 -5.3112
H 4.7585 -1.8657 -6.3985
C -1.1941 -4.3134 2.7959
O -0.2338 -3.4117 3.3074
C 1.0413 -3.5065 2.6810
C 1.3552 -2.2446 1.9083
N 0.5034 -2.1272 0.7321
C 0.6021 -0.8395 0.0462
C 0.1063 0.3954 0.7891
O -1.2913 0.4126 1.0178
C -1.7253 -0.2089 2.2110
H -2.0926 -4.2133 3.4024
H -1.4489 -4.0821 1.7559
H -0.8419 -5.3473 2.8631
H 1.0968 -4.3843 2.0309
H 1.7845 -3.6285 3.4750
H 2.4005 -2.2721 1.5876
H 1.2317 -1.3957 2.5950
H -0.4585 -2.2702 1.0111
H 0.0221 -0.9233 -0.8759
H 1.6432 -0.6789 -0.2503
H 0.3131 1.2587 0.1512
H 0.6526 0.5692 1.7241
H -0.9821 -0.1221 3.0075
H -1.9672 -1.2652 2.0507
H -2.6358 0.2969 2.5329
C -5.4173 -7.1163 1.9567
O -4.7373 -6.5915 3.0805
C -5.2344 -5.3326 3.5222
C -5.8556 -5.4589 4.8955
N -7.0996 -6.2176 4.8391
C -7.6528 -6.5614 6.1450
C -6.8571 -7.5219 7.0221
O -6.7677 -8.8357 6.5031
C -5.6819 -9.0721 5.6253
H -4.8991 -8.0255 1.6566
H -6.4574 -7.3674 2.1921
H -5.3992 -6.4120 1.1198
H -5.9462 -4.9106 2.8078
H -4.3813 -4.6517 3.5857
H -6.0651 -4.4598 5.2875
H -5.1133 -5.9347 5.5511
H -6.9360 -7.0720 4.3226
H -8.6335 -7.0109 5.9701
H -7.8249 -5.6370 6.7050
H -7.3902 -7.6128 7.9726
H -5.8595 -7.1365 7.2638
H -4.8127 -8.4604 5.8793
H -5.9589 -8.8926 4.5828
H -5.4062 -10.1230 5.7175
*
```